Record 1
C24H20BrN8O2PdS2Se | ωB97M-V with the def2-TZVPD basis set

Last column: Mulliken charge in e.
Element x y z (Å)
Pd: 1.364 0.945 -0.745  0.553
O: 0.505 -0.126 1.931  0.074
N: -0.195 -0.664 2.606  0.271
N: -1.679 -1.374 1.599  0.338
O: -1.623 -1.139 0.439  -0.288
C: -2.657 -2.079 2.244  0.540
C: -3.702 -2.679 1.498  -0.031
C: -4.670 -3.376 2.170  -0.780
C: -4.608 -3.475 3.568  -0.323
C: -3.582 -2.881 4.303  -0.836
C: -2.594 -2.181 3.651  -0.225
H: -3.714 -2.584 0.421  0.484
H: -5.478 -3.851 1.632  0.433
H: -5.376 -4.031 4.091  0.438
H: -3.563 -2.972 5.380  0.441
H: -1.796 -1.722 4.215  0.463
C: 4.271 -1.567 -1.256  -1.116
C: 4.337 -0.223 -0.600  0.598
N: 3.416 0.732 -0.547  -0.122
C: 3.932 1.886 0.037  -0.058
C: 5.216 1.791 0.449  -0.338
S: 5.821 0.248 0.066  -0.083
C: 3.082 3.067 0.025  -0.178
C: 3.377 4.309 0.466  -0.333
S: 2.117 5.375 0.046  -0.103
C: 1.236 4.121 -0.676  0.600
N: 1.849 2.948 -0.611  -0.126
C: -0.030 4.476 -1.390  -1.147
H: 3.676 -1.530 -2.165  0.201
H: 3.873 -2.331 -0.589  0.281
H: 5.278 -1.880 -1.526  0.539
H: 5.828 2.545 0.914  0.456
H: 4.261 4.648 0.981  0.458
H: 0.072 5.470 -1.825  0.586
H: -0.880 4.512 -0.707  0.266
H: -0.233 3.781 -2.198  0.178
Se: -2.162 2.823 1.991  0.332
N: -3.391 2.585 0.756  -0.720
C: -2.777 2.125 -0.319  0.769
C: -3.423 1.779 -1.541  -0.575
C: -2.642 1.281 -2.532  -0.845
C: -1.241 1.136 -2.334  -0.662
N: -0.586 1.479 -1.252  0.578
C: -1.354 1.946 -0.197  0.653
N: -0.827 2.235 0.973  -0.631
H: -4.492 1.918 -1.647  0.561
H: -3.050 1.004 -3.494  0.510
H: -0.649 0.782 -3.166  0.594
Br: 1.365 -4.509 1.034  -0.038
C: 1.070 -3.328 -0.390  -0.519
C: 0.538 -3.753 -1.601  -0.120
C: 0.374 -2.813 -2.604  -0.997
C: 0.716 -1.494 -2.363  -0.659
N: 1.229 -1.085 -1.196  0.689
C: 1.406 -1.998 -0.233  -1.137
H: 0.280 -4.793 -1.757  0.553
H: -0.012 -3.096 -3.573  0.515
H: 0.630 -0.752 -3.142  0.823
H: 1.867 -1.663 0.686  1.212

As for the calculated total energy: -201738.087 eV. Its total charge is +3. The calculation puts the HOMO-LUMO gap at 5.7271 eV. As for the energy above the lowest of the compared OMol25 structures with the same formula, charge and spin: 27.8 kJ/mol. The calculation puts the LUMO energy at -0.391 Ha.

***

Record 2
C24H20ClNNdP | ωB97M-V with the def2-TZVPD basis set

Last column: Mulliken spin population.
Element x y z (Å)
C: -0.023 1.481 1.878  -0.017
C: 1.294 1.401 1.362  0.001
C: 1.285 1.861 0.032  -0.007
H: 2.120 0.987 1.932  0.003
C: -0.059 2.203 -0.290  0.002
C: -0.877 2.079 0.874  -0.024
H: -2.222 2.411 1.162  0.002
H: -0.384 1.094 2.775  -0.002
H: 2.145 1.987 -0.589  0.001
H: -0.374 2.679 -1.201  -0.001
Nd: -0.349 -0.373 0.075  3.057
Cl: -1.485 -0.334 -2.167  -0.010
P: 1.898 -1.495 -1.060  0.009
C: 2.744 -0.467 -2.229  -0.008
C: 4.142 -0.536 -2.207  0.001
H: 4.630 -1.131 -1.432  0.000
C: 4.853 0.104 -3.213  0.000
H: 5.944 0.013 -3.216  0.000
C: 4.145 0.830 -4.185  0.000
H: 4.711 1.326 -4.968  0.000
C: 2.738 0.933 -4.182  0.001
H: 2.216 1.501 -4.962  0.000
C: 2.019 0.290 -3.183  0.003
H: 0.921 0.324 -3.128  -0.002
C: 2.908 -1.949 0.360  -0.002
C: 3.631 -0.966 1.069  -0.002
H: 3.573 0.086 0.767  0.001
C: 4.430 -1.362 2.131  0.001
H: 5.036 -0.621 2.662  0.000
C: 4.472 -2.722 2.491  -0.001
H: 5.121 -3.038 3.304  0.000
C: 3.695 -3.683 1.826  0.001
H: 3.733 -4.742 2.103  0.000
C: 2.879 -3.291 0.781  0.000
H: 2.254 -4.001 0.234  0.000
C: 1.208 -2.963 -1.840  0.000
C: 2.045 -3.479 -2.833  -0.001
H: 2.960 -2.933 -3.082  0.000
C: 1.715 -4.676 -3.441  0.000
H: 2.400 -5.085 -4.195  0.000
C: 0.519 -5.312 -3.068  0.000
H: 0.265 -6.252 -3.554  0.000
C: -0.348 -4.775 -2.094  0.000
H: -1.279 -5.299 -1.834  0.000
C: -0.018 -3.580 -1.458  0.006
H: -0.691 -3.131 -0.703  -0.003
N: -3.149 1.644 1.213  0.000
C: -2.429 0.745 0.807  -0.009

As for the calculated total energy: -63786.211 eV. The calculation puts the HOMO-LUMO gap (spin up / spin down) at 5.5650 / 5.6029 eV. As for the multiplicity: 4. The calculation puts the LUMO energy (spin up / spin down) at -0.018 / -0.016 Ha.

***

Record 3
C24H20F5N8OSTeTi | ωB97M-V with the def2-TZVPD basis set

Last column: Mulliken spin population.
Element x y z (Å)
Ti: 0.303 0.173 -0.632  0.048
C: -4.204 -3.453 -1.700  0.001
C: -3.094 -3.751 -0.917  0.003
C: -1.926 -3.024 -1.062  0.008
C: -1.850 -1.981 -1.985  -0.004
C: -2.943 -1.714 -2.797  0.000
C: -4.117 -2.443 -2.643  0.000
N: -0.611 -1.241 -2.101  0.005
C: 0.443 -2.165 -2.467  0.066
C: 0.422 -2.880 -3.653  -0.059
C: 1.415 -3.814 -3.908  0.083
C: 2.422 -4.037 -2.973  -0.036
C: 2.461 -3.322 -1.789  0.129
C: 1.468 -2.374 -1.544  -0.069
N: 1.412 -1.578 -0.399  0.216
N: 2.403 -1.668 0.459  0.400
C: 2.365 -0.625 1.326  -0.051
C: 3.353 -0.516 2.322  0.062
C: 3.305 0.545 3.184  -0.001
C: 2.294 1.510 3.043  0.083
C: 1.395 1.375 2.018  -0.009
N: 1.412 0.324 1.175  0.090
H: -5.119 -4.018 -1.588  0.000
H: -3.136 -4.558 -0.197  0.000
H: -1.052 -3.274 -0.475  -0.005
H: -2.891 -0.947 -3.558  0.000
H: -4.964 -2.217 -3.278  0.000
H: -0.379 -2.710 -4.362  -0.001
H: 1.404 -4.374 -4.834  0.005
H: 3.191 -4.771 -3.177  -0.001
H: 3.248 -3.463 -1.063  0.006
H: 4.121 -1.275 2.368  0.000
H: 4.053 0.652 3.959  0.000
H: 2.239 2.371 3.691  0.005
H: 0.639 2.120 1.817  0.008
N: -2.520 1.847 -3.926  -0.001
C: -1.949 1.180 -2.900  0.000
S: -0.412 0.321 -3.358  0.000
N: -2.570 1.192 -1.766  0.002
N: -1.979 0.513 -0.746  0.000
C: -2.756 0.238 0.225  -0.001
C: -2.245 -0.619 1.289  0.005
C: -3.037 -1.029 2.351  0.002
C: -2.511 -1.939 3.252  -0.002
C: -1.222 -2.406 3.055  0.003
C: -0.495 -1.928 1.976  -0.007
N: -0.990 -1.050 1.109  0.016
H: -1.860 2.133 -4.639  0.000
H: -3.200 2.532 -3.631  0.000
H: -3.792 0.561 0.205  0.001
H: -4.044 -0.648 2.452  0.001
H: -3.101 -2.285 4.091  0.000
H: -0.777 -3.129 3.723  0.000
H: 0.514 -2.271 1.790  0.001
F: 2.646 2.865 -0.275  0.001
Te: 1.191 3.253 -1.512  -0.001
F: 1.092 4.826 -0.500  0.000
F: -0.505 3.894 -2.219  0.000
F: -0.013 1.752 -4.423  0.000
F: 1.804 0.520 -1.633  0.003
O: 0.123 2.062 -0.499  0.000

As for the calculated total energy: -94015.690 eV. The calculation puts the HOMO-LUMO gap (spin up / spin down) at 5.9040 / 7.3045 eV. As for the multiplicity: 2. The calculation puts the LUMO energy (spin up / spin down) at -0.039 / -0.042 Ha.

***

Record 4
C24H20F6IrN4O6S2SbSe4 | ωB97M-V with the def2-TZVPD basis set

Last column: Mulliken spin population.
Element x y z (Å)
Ir: 1.528 -0.154 1.973  1.227
Se: 3.834 0.401 7.012  1.017
Sb: 4.289 0.713 4.543  0.138
Se: 3.722 0.236 1.723  0.849
Se: 1.780 0.852 3.957  0.401
Se: 5.486 2.810 4.846  0.310
N: 0.215 4.802 1.937  -0.001
C: 0.263 3.440 1.770  -0.004
N: 1.470 2.968 1.690  0.021
C: 2.299 4.082 1.849  -0.016
C: 3.687 4.165 1.927  0.017
C: 4.249 5.403 2.189  0.009
C: 3.460 6.552 2.326  0.002
C: 2.080 6.497 2.229  0.001
C: 1.520 5.242 2.005  0.002
H: -0.616 5.349 2.046  0.000
H: -0.637 2.844 1.723  0.005
H: 4.299 3.284 1.807  -0.026
H: 5.320 5.472 2.334  0.003
H: 3.937 7.505 2.524  0.000
H: 1.461 7.378 2.346  0.000
C: -2.654 -4.885 -3.020  0.000
C: -3.393 -3.622 -2.642  0.000
C: -4.735 -3.723 -2.299  0.000
C: -5.433 -2.598 -1.882  0.000
C: -4.781 -1.388 -1.797  0.000
C: -3.426 -1.257 -2.140  0.000
N: -2.917 0.042 -1.936  0.000
C: -1.619 0.539 -2.145  0.001
C: -1.098 0.647 -3.435  -0.002
C: 0.180 1.132 -3.646  0.000
C: 0.958 1.542 -2.570  -0.005
C: 0.426 1.496 -1.290  -0.014
C: -0.860 1.019 -1.067  0.008
C: -1.409 0.963 0.335  0.009
O: -2.584 1.272 0.548  0.004
O: -0.590 0.596 1.259  0.028
C: -2.720 -2.387 -2.595  0.000
C: -1.261 -2.343 -2.981  -0.002
H: -3.342 -5.730 -3.037  0.000
H: -1.872 -5.099 -2.288  0.000
H: -2.177 -4.798 -3.998  0.000
H: -5.228 -4.688 -2.335  0.000
H: -6.481 -2.671 -1.617  0.000
H: -5.300 -0.510 -1.428  0.000
H: -3.310 0.451 -1.095  0.001
H: -1.707 0.314 -4.267  0.000
H: 0.574 1.189 -4.654  0.000
H: 1.971 1.894 -2.720  0.000
H: 1.017 1.844 -0.452  0.013
H: -1.135 -2.020 -4.019  0.000
H: -0.789 -3.315 -2.866  0.000
H: -0.701 -1.669 -2.339  0.001
F: -1.059 -0.490 3.470  0.002
C: -0.650 -1.560 2.816  0.010
F: -1.684 -2.419 2.818  0.006
F: 0.290 -2.103 3.596  0.000
S: -0.132 -1.726 0.831  -0.042
O: 1.054 -1.071 0.169  0.030
O: -1.373 -1.800 0.120  0.002
N: 0.418 -3.197 1.263  -0.002
S: 1.064 -4.021 0.088  0.001
O: 0.775 -3.518 -1.234  -0.001
O: 0.969 -5.441 0.293  -0.001
C: 2.909 -3.727 0.311  -0.001
F: 3.172 -3.203 1.506  -0.004
F: 3.581 -4.892 0.237  -0.001
F: 3.418 -2.914 -0.618  0.003

As for the calculated total energy: -352195.556 eV. Its total charge is -2. The calculation puts the HOMO-LUMO gap (spin up / spin down) at 6.5518 / 5.3310 eV. As for the energy above the lowest of the compared OMol25 structures with the same formula, charge and spin: 230.1 kJ/mol. As for the multiplicity: 5. The calculation puts the LUMO energy (spin up / spin down) at 0.151 / 0.094 Ha.